171
Properties=species:S:1:pos:R:3:forces:R:3 method="wB97M-V/def2-TZVPD" spin_multiplicity=1 gap_ev=5.900
C 4.433 1.487 2.830 -0.521 -0.407 -0.147
C 3.685 1.970 1.411 3.881 6.644 0.615
O 4.065 3.238 1.077 -3.059 -7.552 1.323
N 2.857 1.180 0.501 1.095 -0.382 0.864
C 3.626 -0.059 0.130 2.861 -6.159 1.536
C 4.096 -0.295 -1.460 -0.603 -0.578 0.398
O 4.049 -1.041 0.938 -2.845 6.487 -3.917
C 1.397 0.948 0.818 -1.225 -1.091 -1.116
N 1.134 -0.255 -0.118 -0.318 1.377 0.510
C 1.193 0.380 2.330 0.155 -2.626 0.441
C -0.143 -0.475 2.687 -1.023 -0.956 0.540
C -0.095 -2.085 2.390 -0.453 -0.621 0.466
C 1.135 -2.909 3.082 -0.707 -1.120 -0.381
C 1.100 -4.473 2.487 1.996 0.518 0.497
C 1.592 -4.538 0.889 -3.478 1.487 0.021
F 2.098 -3.230 0.388 -1.000 -4.292 1.317
F 0.300 -4.759 0.132 3.856 0.497 1.650
C 2.525 -5.828 0.537 -3.862 -1.827 -2.608
F 2.030 -7.003 1.292 1.341 3.990 -2.689
F 2.317 -6.123 -0.926 0.731 0.917 4.799
S 4.355 -5.645 0.797 4.664 -1.706 0.054
F 4.219 -4.444 2.005 -0.028 -2.168 -2.742
F 4.256 -6.854 2.040 0.769 2.623 -2.353
F 4.603 -6.908 -0.388 -0.282 2.461 2.761
F 4.575 -4.527 -0.482 -0.901 -1.952 3.060
F 6.057 -5.613 1.039 -3.599 0.000 -0.471
O 1.337 1.337 3.441 -1.380 1.816 -1.757
S 0.264 2.635 3.368 -1.368 3.953 6.235
O -1.185 2.358 3.820 4.509 -0.377 -2.792
O 0.816 3.717 4.380 -0.994 -4.141 -4.233
C 0.478 3.367 1.669 1.438 0.305 -1.740
C -0.491 4.649 1.564 -0.191 1.782 1.317
C 0.354 6.073 1.325 -1.202 0.867 -0.251
C 0.661 6.873 2.742 -0.277 -1.852 -0.218
Br 1.895 8.436 2.392 -0.975 -1.099 0.257
C 0.417 2.256 0.417 0.289 1.714 0.844
C 1.033 3.141 -0.846 0.657 0.821 -0.688
C 0.955 2.469 -2.327 -1.093 0.795 -0.912
C 2.415 2.182 -3.008 -0.571 -1.471 1.902
S 2.835 3.208 -4.507 0.581 -2.254 -7.546
O 1.636 3.783 -5.292 3.744 -0.836 4.317
O 3.575 2.235 -5.507 -1.853 3.194 4.532
O 4.018 4.370 -4.056 -0.793 -2.308 -0.084
C -1.165 1.884 0.288 -1.659 -0.678 0.507
C -2.019 2.589 -0.914 -0.252 -0.649 -0.528
C -3.631 2.514 -0.549 -0.633 0.481 -1.358
F -4.360 2.874 -1.813 1.764 -1.043 4.068
F -4.016 3.511 0.480 0.904 -3.603 -3.142
F -4.086 1.132 -0.205 1.347 4.810 -0.704
H 4.074 2.173 3.711 0.533 -1.121 -1.987
H 5.601 1.638 2.719 -2.526 -0.421 0.027
H 4.166 0.380 3.123 0.691 2.198 -0.789
H 4.629 0.639 -1.921 -1.228 -1.768 0.897
H 4.814 -1.245 -1.551 -1.601 2.274 0.677
H 3.109 -0.617 -2.049 2.180 0.997 1.161
H 0.203 -0.670 0.002 0.522 0.310 0.250
H 1.191 0.017 -1.118 0.000 0.128 1.091
H 2.106 -0.374 2.503 -1.939 1.815 -0.493
H -1.149 -0.084 2.218 2.137 -0.498 0.823
H -0.314 -0.389 3.867 0.599 0.023 -2.654
H -0.152 -2.395 1.265 0.164 0.859 2.010
H -1.091 -2.524 2.883 2.115 0.977 -1.139
H 2.210 -2.518 2.844 -2.112 -0.468 0.582
H 0.926 -3.004 4.253 0.721 0.321 -2.576
H 1.963 -5.037 3.087 -2.079 0.988 -1.231
H 0.066 -4.997 2.657 2.119 0.998 -0.776
H 1.594 3.790 1.626 -2.270 -1.089 0.676
H -1.333 4.651 0.768 1.612 -0.622 1.383
H -1.026 4.803 2.621 1.007 -0.504 -2.323
H -0.385 6.790 0.720 1.661 -1.566 1.160
H 1.299 5.921 0.649 -1.638 0.280 1.583
H -0.331 7.266 3.250 2.194 -0.771 -1.199
H 1.216 6.120 3.448 -1.048 1.711 -1.186
H 2.181 3.428 -0.684 -2.558 -0.838 0.177
H 0.504 4.207 -0.956 0.861 -2.480 0.681
H 0.220 1.527 -2.332 2.024 1.825 -0.108
H 0.409 3.238 -3.063 1.130 -1.664 1.597
H 2.429 1.042 -3.338 0.271 2.774 0.070
H 3.271 2.318 -2.214 -1.650 -0.041 -1.678
H 4.917 3.884 -4.046 -2.008 0.736 -0.253
H -1.735 2.193 1.292 1.474 -0.631 -2.031
H -1.409 0.723 0.196 0.842 2.459 0.070
H -1.892 1.975 -1.924 -0.514 1.282 2.206
H -1.685 3.694 -1.178 -1.105 -2.280 0.851
C -4.047 -4.141 -3.386 -0.287 -0.011 -0.061
N -3.610 -4.778 -2.146 0.481 -0.937 -1.318
C -3.010 -6.078 -2.465 0.570 -0.002 0.380
P -4.362 -4.708 -0.591 4.148 7.280 -3.941
O -2.989 -4.778 0.121 -2.397 -3.702 1.788
N -4.546 -3.031 -0.169 -0.168 0.764 1.025
C -4.630 -1.942 -1.132 -1.012 -0.047 -0.085
C -3.774 -2.538 0.987 -0.304 -0.551 0.107
N -5.941 -4.629 -1.410 -1.215 -2.148 2.975
C -7.041 -4.165 -0.524 -0.476 0.729 0.254
C -6.399 -5.958 -1.874 0.022 -0.389 -0.822
H -4.937 -4.605 -3.817 -0.173 -0.021 -0.173
H -3.259 -4.196 -4.148 0.048 -0.272 0.337
H -4.237 -3.080 -3.280 -0.183 -0.038 0.242
H -3.766 -6.842 -2.662 -0.022 -0.202 -0.217
H -2.386 -6.434 -1.642 -0.124 0.109 0.075
H -2.353 -6.025 -3.342 -0.217 0.196 0.127
H -3.673 -1.764 -1.629 0.140 0.017 -0.131
H -4.926 -1.006 -0.640 0.146 -0.288 0.119
H -5.414 -2.112 -1.874 0.220 -0.143 -0.059
H -2.726 -2.368 0.725 0.183 -0.048 0.049
H -3.823 -3.245 1.823 0.196 0.097 -0.297
H -4.183 -1.596 1.370 -0.185 -0.034 -0.340
H -7.115 -4.792 0.372 -0.209 0.045 -0.090
H -8.003 -4.187 -1.049 0.258 -0.312 -0.133
H -6.926 -3.128 -0.201 0.347 -0.301 -0.103
H -6.376 -6.690 -1.062 -0.229 -0.065 -0.102
H -5.796 -6.339 -2.697 0.226 0.125 0.140
H -7.421 -5.909 -2.272 0.243 0.191 0.268
C 11.687 1.838 2.428 0.200 -0.190 0.015
N 10.508 1.560 3.243 0.928 1.212 0.725
C 10.578 2.359 4.471 -0.624 0.260 0.057
P 9.669 0.059 3.424 -0.116 4.920 -7.914
O 8.313 0.790 3.586 0.394 -2.594 3.955
N 9.231 -0.494 1.834 -0.749 -0.799 -0.574
C 9.929 -0.128 0.610 0.625 -0.648 0.077
C 7.792 -0.563 1.517 0.046 -0.231 0.591
N 11.227 -0.781 3.238 -1.416 -2.471 2.588
C 11.082 -2.229 2.930 -0.033 -0.585 -0.658
C 12.024 -0.765 4.485 0.695 0.518 0.259
H 12.602 1.397 2.830 0.250 -0.044 0.008
H 11.861 2.920 2.354 -0.270 -0.134 0.315
H 11.583 1.518 1.399 -0.100 -0.268 0.076
H 11.262 1.925 5.204 0.208 0.125 0.168
H 9.597 2.441 4.943 0.007 -0.160 -0.094
H 10.907 3.388 4.275 -0.003 -0.272 -0.172
H 9.764 0.920 0.346 0.041 0.134 -0.030
H 9.588 -0.740 -0.235 -0.199 0.049 0.222
H 11.000 -0.335 0.673 -0.055 0.220 0.150
H 7.385 0.428 1.295 -0.123 0.080 0.035
H 7.226 -1.004 2.345 0.116 0.301 -0.179
H 7.603 -1.207 0.650 0.365 0.047 0.015
H 10.473 -2.733 3.689 0.192 -0.132 -0.072
H 12.061 -2.719 2.882 0.007 0.309 0.306
H 10.630 -2.419 1.954 -0.104 0.372 0.285
H 11.440 -1.132 5.333 0.225 -0.122 0.051
H 12.393 0.232 4.727 -0.259 0.092 -0.105
H 12.927 -1.383 4.388 -0.375 0.027 -0.142
C -10.117 2.230 -0.961 -0.027 0.267 -0.075
N -9.105 1.510 -1.730 0.567 0.331 1.560
C -7.878 1.415 -0.932 0.191 -0.621 -0.064
P -8.836 1.553 -3.438 -7.474 -3.970 3.818
O -8.385 0.072 -3.445 3.696 2.375 -1.859
N -10.336 1.147 -4.218 -0.457 -0.328 -1.104
C -11.653 1.336 -3.625 -0.070 0.858 -0.261
C -10.376 -0.109 -4.990 0.549 0.211 -0.109
N -9.353 3.256 -3.429 2.681 0.476 -2.701
C -9.693 3.776 -4.780 -0.661 0.127 -0.554
C -8.282 4.165 -2.962 0.155 0.393 0.801
H -9.917 3.301 -0.883 -0.041 0.237 0.084
H -10.173 1.841 0.064 0.354 -0.105 -0.225
H -11.121 2.101 -1.346 0.080 0.059 -0.280
H -7.309 2.348 -0.941 0.145 0.134 0.217
H -7.225 0.625 -1.309 -0.077 0.065 -0.153
H -8.087 1.161 0.116 -0.185 0.096 -0.232
H -11.833 0.637 -2.804 -0.036 -0.033 0.130
H -12.444 1.181 -4.371 0.257 -0.156 -0.036
H -11.805 2.363 -3.286 0.170 -0.124 0.175
H -10.470 -0.978 -4.333 0.080 -0.105 -0.021
H -9.476 -0.222 -5.605 -0.169 -0.061 0.333
H -11.219 -0.123 -5.691 -0.066 0.309 0.236
H -8.855 3.642 -5.474 -0.111 0.216 -0.027
H -9.949 4.840 -4.738 0.314 -0.085 0.290
H -10.573 3.297 -5.217 0.313 -0.217 0.292
H -7.355 4.004 -3.520 0.007 0.257 0.014
H -8.069 4.043 -1.900 -0.039 -0.288 -0.051
H -8.577 5.217 -3.071 -0.069 -0.358 -0.165